14
Properties=species:S:1:pos:R:3:forces:R:3 method="wB97M-V/def2-TZVPD" homo_lumo_gap_ev=9.938 e_homo_ha=-0.3316 e_lumo_ev=0.914 de_lowest_kj_mol=7.3 smiles=CCS.C e_tot_ha=-518.46902
C 1.96275 1.37216 -0.13507 0.093 -0.279 0.221
H 2.16026 0.55305 -0.82200 -0.099 0.073 -0.185
H 1.38956 0.97914 0.70314 0.004 0.087 0.031
H 1.42205 2.18162 -0.60659 -0.141 0.042 -0.204
H 2.91419 1.74714 0.22165 0.134 0.080 0.132
C -0.57910 -1.42630 0.54344 -0.256 -0.557 -0.015
C -1.27015 -0.66048 -0.57555 0.528 0.375 0.407
S -2.68314 0.35353 -0.03555 -0.041 -0.227 -0.064
H -1.27311 -2.16608 0.95359 0.061 0.115 0.080
H -0.19688 -0.83544 1.37409 -0.131 0.285 -0.129
H 0.25711 -1.98565 0.12665 0.164 -0.030 -0.039
H -0.57848 0.03123 -1.05550 0.045 -0.163 -0.134
H -1.59808 -1.38295 -1.31664 -0.311 0.155 -0.146
H -1.92697 1.23902 0.62435 -0.048 0.044 0.044

=====

56
Properties=species:S:1:pos:R:3:forces:R:3 method="wB97M-V/def2-TZVPD" homo_lumo_gap_ev="4.992 / 4.988" e_homo_ha="-0.3647 / -0.3642" e_lumo_ev="-4.932 / -4.922" charge=+1 spin_multiplicity=7 e_tot_ha=-4441.27663
O -1.72295 5.06454 -2.04495 0.313 -0.355 -0.098
H -0.98300 4.60700 -2.50594 -0.328 0.198 0.138
Eu -0.25170 0.61683 -0.36577 -0.237 1.931 -0.543
N -1.36024 2.11809 0.76994 -0.010 1.648 1.964
N 1.36410 1.91554 0.40160 1.113 1.688 0.395
N -1.74915 -0.74357 -1.15115 -1.832 -4.131 -1.256
N 1.04373 -0.99167 -1.08229 1.020 -3.893 -1.694
O -2.56030 2.00070 1.16468 1.080 0.887 -0.502
O -3.17320 -0.64210 -1.04280 1.848 -0.472 -0.318
O 2.45144 -0.97950 -1.17289 -1.732 -0.493 0.184
O 2.57879 1.75612 -0.04255 -1.541 0.640 0.799
C 0.82829 3.15921 0.69988 1.150 -0.845 -0.116
C -0.57230 3.25276 0.96673 -1.436 -0.862 -0.076
C -1.16583 -1.94727 -1.39489 -3.617 2.519 0.536
C 0.29415 -2.06559 -1.42491 3.941 2.038 0.638
C -1.35884 4.44226 1.38141 0.338 0.442 0.186
H -2.16380 4.64118 0.63814 0.592 -0.052 0.478
H -0.68681 5.30886 1.48566 -0.708 -0.212 0.117
H -1.85926 4.16990 2.33708 0.285 0.412 -0.496
C 1.80163 4.28700 0.78411 -0.130 0.322 0.044
H 2.29621 4.44903 -0.19660 -0.379 -0.014 0.524
H 2.60600 3.98624 1.48787 -0.459 0.331 -0.324
H 1.27531 5.19348 1.12886 0.660 -0.319 -0.232
C -2.02958 -3.14275 -1.67060 -0.307 -0.105 -0.109
C 0.95742 -3.35350 -1.81447 0.168 -0.189 -0.104
H -3.04639 -2.75539 -1.86514 0.497 -0.447 0.009
H -2.08920 -3.82431 -0.79227 0.145 0.440 -0.568
H -1.65658 -3.71418 -2.54779 -0.251 0.356 0.595
H 2.00867 -3.30191 -1.47312 -0.577 -0.156 -0.257
H 0.94867 -3.47003 -2.92158 -0.019 0.017 0.661
H 0.45392 -4.23128 -1.35584 0.286 0.577 -0.332
H -3.37056 0.30927 -0.82530 0.435 -0.838 -0.123
H 2.70169 -0.06776 -0.82762 -0.463 -0.527 -0.279
C 0.08024 1.57647 -2.67580 -0.690 0.022 1.822
H -0.36877 2.45031 -3.17372 0.319 -0.812 -0.156
H -0.25416 0.56085 -2.95936 0.341 0.607 -0.846
H 1.15782 1.66379 -2.46590 -0.167 -0.086 -0.618
O -4.24490 2.55405 -1.96495 0.812 0.303 -0.041
H -3.92361 3.47521 -2.05151 -0.320 -0.550 0.118
H -3.48077 2.04474 -2.27738 -0.266 0.217 -0.180
C -1.01142 -3.66161 2.05541 -0.448 -0.075 0.036
N 0.34623 -3.18030 1.96566 0.247 0.501 0.339
C 1.44056 -4.00618 1.89740 1.180 1.436 -0.103
C 2.54556 -3.19571 1.90430 -1.770 -0.699 -0.248
N 2.09046 -1.90151 1.96270 -0.712 -0.116 0.630
C 2.98180 -0.77313 2.09496 0.303 0.424 0.017
C 0.73043 -1.87732 2.09995 1.027 -1.397 -0.507
Se -0.37909 -0.49376 2.51138 -0.373 0.806 -0.139
H -1.66351 -2.77843 2.08311 0.049 -0.440 0.025
H -1.13403 -4.26023 2.96842 -0.083 0.216 -0.280
H -1.23224 -4.28306 1.17532 0.009 0.155 0.340
H 1.33287 -5.05386 1.87347 0.025 -0.870 -0.069
H 3.57623 -3.41515 1.88239 0.804 -0.239 -0.088
H 3.60993 -0.90161 2.98937 -0.274 0.170 -0.274
H 3.62426 -0.71969 1.20560 -0.178 0.062 0.327
H 2.36575 0.12894 2.17169 0.320 -0.170 0.057